No. 1
A cluster of 2 separate species, C11H24NO2 in total in a non-equilibrium geometry. Source: the Open Molecules 2025 dataset; level of theory: the ωB97M-V functional and the def2-TZVPD basis.

Last column: Löwdin charge in e.
Cartesian coordinates (Å):
C1 -5.4229 0.2726 0.9625  -0.120
C2 4.7954 1.1895 1.0509  -0.096
C3 -2.8149 1.2356 -0.6117  -0.074
C4 3.7306 -0.4974 -1.2851  -0.053
C5 1.9224 0.8822 -0.1913  -0.076
C6 -1.5658 -2.0358 -0.6250  -0.005
C7 -4.0637 -0.3420 1.0498  -0.222
C8 3.7265 0.0367 1.1644  -0.222
C9 -3.2062 -0.1756 -0.2684  -0.325
C10 2.8469 -0.2599 -0.0019  -0.649
C11 -1.9113 -0.8841 -0.0361  -0.506
N1 2.1565 -1.5574 0.2068  -0.080
O1 1.1757 -1.4779 1.2371  -0.209
O2 -0.9461 -0.1935 0.6322  -0.184
H1 -5.3177 1.3156 1.1985  0.062
H2 -6.1519 -0.3119 1.5273  0.070
H3 -5.7988 0.3800 -0.0183  0.049
H4 4.1924 2.0755 0.8524  0.051
H5 5.0986 1.3577 2.0574  0.045
H6 5.5768 1.0699 0.2920  0.064
H7 -2.0795 1.2092 -1.3345  0.055
H8 -3.6610 1.8371 -0.8288  0.054
H9 -2.3783 1.7870 0.2236  0.088
H10 3.0245 -0.8898 -2.1055  0.091
H11 4.2317 0.5089 -1.6308  0.101
H12 4.4437 -1.2894 -1.1894  0.049
H13 2.5835 1.7850 -0.4913  0.088
H14 1.0352 0.5731 -0.9152  0.128
H15 1.4838 1.1972 0.7925  0.091
H16 1.7309 -1.8985 -0.5989  0.051
H17 -0.5646 -2.4698 -0.8164  0.039
H18 -2.2826 -2.5035 -1.2900  0.013
H19 -4.1868 -1.4027 1.1663  0.098
H20 -3.3990 -0.0903 1.8080  0.088
H21 4.2886 -0.8990 1.4059  0.119
H22 3.0835 0.2508 2.0210  0.106
H23 -3.8099 -0.7779 -1.0739  0.160
H24 0.2263 -0.8851 0.9365  0.061

Output
Gap between HOMO and LUMO ... 7.0 eV
E_tot ... -17378.9397 eV
Maximum force ... 4.06 eV Å⁻¹
Energy relative to the best compared isomer or geometry (same formula, charge and spin) ... 84.6 kJ/mol
Net charge ... -1

***

No. 2
An isolated molecule of C11H24OS2 in a non-equilibrium geometry. Source: the Open Molecules 2025 dataset; level of theory: the ωB97M-V functional and the def2-TZVPD basis.

Last column: Löwdin charge in e.
Cartesian coordinates (Å):
O1 2.1918 -4.1486 2.1560  -0.113
S1 -3.4924 4.3893 0.6659  0.675
S2 0.0269 -5.1383 0.4100  0.789
C1 0.9830 -3.6363 2.6085  -0.330
C2 -3.2176 3.0908 -0.5915  -0.538
C3 -1.8048 3.1837 -1.1928  -0.292
C4 -0.6813 3.0870 -0.1694  -0.231
C5 0.6987 2.8844 -0.8378  -0.216
C6 0.9961 1.5092 -1.4445  -0.210
C7 1.0390 0.4097 -0.3530  -0.197
C8 1.4055 -0.9222 -1.0175  -0.218
C9 1.4615 -2.1133 -0.0751  -0.218
C10 0.1395 -2.3446 0.6538  -0.250
C11 0.0171 -3.6194 1.4810  -0.611
H1 1.9705 -4.9996 1.6836  0.050
H2 -3.0624 5.5700 0.1561  -0.140
H3 0.0267 -4.6230 -0.8155  -0.137
H4 1.1336 -2.6129 3.0380  0.144
H5 0.6050 -4.2646 3.4419  0.121
H6 -3.3480 2.1305 -0.1099  0.068
H7 -3.9118 3.1799 -1.4434  0.072
H8 -1.6809 4.0912 -1.7414  0.100
H9 -1.7008 2.4337 -1.9310  0.088
H10 -0.8504 2.2744 0.5414  0.103
H11 -0.6200 4.0110 0.4046  0.091
H12 0.7966 3.6030 -1.6678  0.111
H13 1.4669 3.1725 -0.1284  0.103
H14 1.9624 1.5606 -1.9599  0.113
H15 0.2472 1.2609 -2.1893  0.100
H16 1.8298 0.7002 0.3363  0.121
H17 0.0914 0.3547 0.1836  0.094
H18 0.6859 -1.1787 -1.7838  0.108
H19 2.3668 -0.8396 -1.5435  0.118
H20 1.6867 -3.0096 -0.6552  0.096
H21 2.2692 -2.0453 0.6669  0.117
H22 -0.0976 -1.4970 1.3117  0.112
H23 -0.6819 -2.3394 -0.0608  0.111
H24 -0.9479 -3.5643 1.9725  0.096

Output
Gap between HOMO and LUMO ... 9.6 eV
SMILES ... OC[C@H](S)CCCCCCCCCS
E_tot ... -35513.8547 eV
Maximum force ... 2.10 eV Å⁻¹
Energy relative to the best compared isomer or geometry (same formula, charge and spin) ... 29.2 kJ/mol

***

No. 3
A structure of composition C11H25Ag2Br2FN3O3 in a non-equilibrium geometry. Source: the Open Molecules 2025 dataset; level of theory: the ωB97M-V functional and the def2-TZVPD basis.

Last column: Löwdin spin population.
Cartesian coordinates (Å):
Ag1 -1.7536 1.1084 -1.7604  0.000
Ag2 0.9991 2.4992 -0.4026  0.000
F1 0.0230 0.3326 -0.3577  0.001
Br1 -2.5323 0.4536 3.9800  0.007
C1 -0.9837 -0.3016 3.0733  0.003
C2 -0.7492 -1.6224 3.7449  0.024
Br2 -1.9053 -2.9377 2.7409  0.437
H1 -0.1057 0.2967 3.3168  0.001
H2 -1.1277 -0.2642 1.9935  0.000
H3 -0.9468 -1.6119 4.8168  0.008
H4 0.3260 -1.8008 3.7347  0.002
C3 0.9801 3.5529 2.9029  0.000
O1 1.6080 3.2145 1.8496  0.000
N1 -0.3507 3.5874 2.8663  0.000
C4 -1.1080 3.9471 4.0343  0.000
C5 -1.1100 3.0556 1.7656  0.000
H5 1.4340 3.8440 3.8628  0.000
H6 -0.4633 4.3879 4.7947  0.000
H7 -1.5624 3.0534 4.4622  0.000
H8 -1.9802 4.5827 3.8814  0.000
H9 -0.6457 3.4805 0.8756  0.000
H10 -0.7618 2.0228 1.7788  0.000
H11 -2.1964 3.1085 1.8364  0.000
C6 -1.4416 -2.3663 -1.3909  0.027
O2 -1.7970 -3.0699 -0.4241  0.397
N2 -2.2178 -2.2185 -2.5152  0.060
C7 -1.6158 -1.5200 -3.7349  0.005
C8 -3.5160 -2.8885 -2.7395  0.005
H12 -0.5204 -1.7677 -1.4631  0.012
H13 -1.9162 -1.9837 -4.6745  0.000
H14 -0.5278 -1.5418 -3.7964  0.000
H15 -1.9779 -0.4921 -3.7557  0.003
H16 -4.0032 -3.1595 -1.8029  0.002
H17 -4.2657 -2.2253 -3.1709  0.002
H18 -3.3305 -3.7736 -3.3480  0.001
C9 2.5049 -1.6840 -1.4468  0.000
O3 2.4624 -2.9213 -1.4730  0.001
N3 3.4774 -0.9530 -2.0745  0.000
C10 3.3874 0.5213 -2.1353  0.000
C11 4.4042 -1.7421 -2.9221  0.000
H19 1.8542 -0.9928 -0.8889  0.000
H20 2.4454 0.8026 -1.6645  0.000
H21 3.2487 0.8930 -3.1505  0.000
H22 4.2998 0.9201 -1.6919  0.000
H23 4.0026 -1.9409 -3.9157  0.000
H24 5.3121 -1.1767 -3.1321  0.000
H25 4.6438 -2.7089 -2.4792  0.000

Output
Gap between HOMO and LUMO (alpha / beta) ... 5.3 / 3.0 eV
E_tot ... -173205.5740 eV
Maximum force ... 2.96 eV Å⁻¹
Spin multiplicity ... 2
Net charge ... +2
<S²> ... 0.7577

***

No. 4
A structure of composition C11H25AlClO4Si. Source: the Open Molecules 2025 dataset; level of theory: the ωB97M-V functional and the def2-TZVPD basis.

Last column: Löwdin charge in e.
Cartesian coordinates (Å):
C1 -1.0103 5.5706 -2.6067  -0.114
C2 -2.4740 5.3798 -2.1838  -0.271
C3 -3.2075 4.3042 -2.9840  -0.199
C4 -2.7333 2.8592 -2.6811  -0.311
O1 -1.6363 2.8306 -1.8156  -0.216
Al1 -1.3983 1.4249 -0.8062  0.104
O2 -1.0789 -0.1074 -1.7378  -0.169
C5 0.0888 -0.6280 -1.3304  -0.658
Cl1 1.4669 -0.2456 -2.5985  0.469
C6 0.4701 -0.0380 0.0442  -0.458
C7 1.9003 -0.2754 0.5088  -0.148
C8 2.2452 -1.7190 0.8357  -0.241
O3 1.2657 -2.3176 1.6810  -0.214
Si1 1.4327 -3.6975 2.5550  0.386
C9 2.8275 -4.7594 1.8915  -0.169
C10 1.8137 -3.2780 4.3367  -0.168
C11 -0.1803 -4.6440 2.4738  -0.155
O4 0.1551 1.3247 0.0425  -0.148
H1 -0.6967 4.8040 -3.3158  0.070
H2 -0.3254 5.4859 -1.7637  0.068
H3 -0.8498 6.5473 -3.0731  0.056
H4 -2.5237 5.1200 -1.1260  0.100
H5 -3.0191 6.3215 -2.3050  0.090
H6 -4.2798 4.3766 -2.7764  0.094
H7 -3.0855 4.5275 -4.0498  0.098
H8 -3.5834 2.3013 -2.2567  0.092
H9 -2.4825 2.3536 -3.6233  0.109
H10 -2.6831 1.2386 0.1521  -0.022
H11 0.1191 -1.7222 -1.3456  0.097
H12 -0.1988 -0.6076 0.7155  0.139
H13 2.5750 0.0493 -0.2882  0.082
H14 2.0705 0.3772 1.3683  0.121
H15 2.3285 -2.3046 -0.0873  0.117
H16 3.2228 -1.7591 1.3327  0.111
H17 2.8718 -5.6739 2.4909  0.028
H18 3.7972 -4.2630 1.9730  0.028
H19 2.6862 -5.0448 0.8473  0.034
H20 1.8041 -4.1798 4.9558  0.027
H21 1.0632 -2.5904 4.7333  0.032
H22 2.7901 -2.8013 4.4480  0.028
H23 -0.7783 -4.4996 3.3760  0.026
H24 -0.7841 -4.3256 1.6230  0.032
H25 0.0149 -5.7148 2.3700  0.024

Output
Gap between HOMO and LUMO ... 8.3 eV
E_tot ... -47007.1036 eV
Maximum force ... 0.35 eV Å⁻¹
Net charge ... -1